Below is a 2-piece molecular cluster, C4H5IO overall at a distorted geometry, with properties calculated with ωB97M-V/def2-TZVPD.

**SMILES string**: C=C=O.C=CI
**Highest occupied orbital energy**: -0.33961 Eh
**Relative energy (zero: lowest compared OMol25 entry of this formula, charge and spin)**: 200.9 kJ/mol
**Max |F|**: 5.2 eV Å⁻¹

```
! RIJCOSX wB97M-V def2-TZVPD def2/J DEFGRID3
* xyz 0 1
C -1.054 -1.127 1.245
C -0.641 -1.913 0.258
O -0.615 -2.692 -0.659
H -1.748 -0.451 0.980
H -0.543 -0.918 2.127
C 0.170 1.672 -0.446
C 1.115 1.001 -0.962
I 2.529 -0.043 0.190
H -0.516 1.960 -1.222
H 0.067 1.709 0.568
H 1.237 0.803 -2.079
*
```